(1)
Formula: C5H14NO
Source: the Open Molecules 2025 dataset
Level of theory: wB97M-V/def2-TZVPD

XYZ file:
```
21
Properties=species:S:1:pos:R:3:forces:R:3:lowdin_charge:R:1
C -0.220133 1.443073 -1.431235 0.86 0.01 -0.88 -0.299
C -0.862144 0.105292 -1.737679 -0.50 -0.18 0.14 -0.285
C -1.300658 -0.610600 -0.459495 0.60 0.07 0.22 -0.139
N 0.390975 2.015259 -2.665288 -0.21 -0.14 0.06 -0.035
H 0.609026 1.264546 -0.741551 -0.33 0.03 0.35 0.084
H -0.936564 2.150420 -1.009620 -0.11 -0.09 0.34 0.100
H -0.123746 -0.522636 -2.238532 0.08 0.08 -0.10 0.099
H -1.698245 0.232176 -2.444668 0.05 0.05 0.05 0.088
H -1.890196 0.035316 0.196057 -0.26 0.02 -0.13 0.064
H -0.366803 -0.799667 0.115218 -0.44 0.00 -0.21 0.034
H -1.847023 -1.533517 -0.664407 -0.07 0.00 -0.01 0.053
H 1.155818 2.625712 -2.414429 -0.04 0.12 -0.02 0.040
H -0.283563 2.555766 -3.195191 0.07 0.02 0.04 0.038
C 0.983033 -0.362114 2.268788 0.00 0.39 -0.76 -0.577
O 1.222427 -0.004031 0.979319 0.24 -0.17 0.13 -0.382
C 0.847466 -1.884342 2.448912 0.34 -0.07 0.15 -0.151
H 0.026638 0.090141 2.635130 -0.01 0.00 0.35 0.070
H 1.793549 0.007471 2.941446 -0.15 -0.13 0.34 0.066
H 0.669352 -2.201876 3.487175 -0.11 0.11 -0.01 0.042
H 1.781720 -2.347011 2.122609 0.03 -0.08 -0.09 0.048
H 0.049072 -2.259378 1.807442 -0.07 -0.04 0.03 0.041
```
Forces are in eV/Å.

Output
spin multiplicity = 1
HOMO energy = -2.44 eV
total charge = -1
LUMO = 4.14 eV
ΔE to the lowest compared entry with this formula, charge and spin = 13.0 kcal per mole
largest force on an atom = 0.02402 hartree/bohr


(2)
Formula: C31H36FN2O
Source: the Open Molecules 2025 dataset
Level of theory: wB97M-V/def2-TZVPD

XYZ file:
```
71
Properties=species:S:1:pos:R:3:forces:R:3:lowdin_charge:R:1
C -3.581580 2.024185 -2.418148 2.11 -7.42 -0.26 0.211
C -3.122638 0.780894 -2.375166 -2.82 6.83 -0.20 -0.052
N -2.499324 -0.593172 -2.241606 -0.63 2.44 -0.43 -0.201
C -1.505732 -0.703057 -3.367621 3.02 0.78 -2.14 -0.197
N -2.089699 -0.581097 -4.741731 0.54 -1.55 0.74 0.039
C -1.761472 -0.575907 -0.922660 0.22 0.31 2.52 -0.071
C -1.093386 -1.977060 -0.487846 -0.97 -0.77 1.48 -0.346
C -1.063300 -1.969497 1.157197 0.52 -1.67 1.25 -0.111
C -0.742121 -3.153145 1.955040 -0.43 1.89 -1.57 -0.001
C 0.434331 -2.200662 -0.960518 1.22 0.13 0.55 -0.142
C 1.387321 -0.908973 -0.863024 2.46 3.16 -0.95 -0.163
C 2.298805 -0.592435 -2.133815 0.22 1.96 2.34 -0.043
C 3.308262 0.623601 -2.225429 -2.20 -0.36 3.37 -0.062
C 3.401921 1.626899 -1.009736 -2.69 -3.41 -0.12 -0.052
C 2.473300 1.343286 0.266316 0.08 -2.06 -2.88 -0.041
C 1.494258 0.094317 0.354168 2.20 0.70 -3.10 -0.026
C -1.929892 -3.309354 -0.891862 0.15 -1.26 -0.67 -0.127
C -2.845553 -3.184797 -2.220677 -0.42 1.03 0.77 -0.100
C -3.523615 -1.689157 -2.170736 -2.39 -2.35 0.44 -0.222
C -4.751889 -1.565413 -3.212505 -0.23 -0.76 0.52 -0.032
C -6.180082 -1.223189 -2.525940 -4.51 2.84 -3.70 -0.247
O -7.069634 -0.682236 -3.278529 5.01 -3.21 4.72 0.071
F -6.532368 -1.497487 -1.157007 1.69 0.34 -3.17 0.023
H -4.141411 3.022579 -2.628046 1.44 -2.33 0.62 0.106
H -0.773291 0.200872 -3.244271 -1.44 -1.67 0.06 0.173
H -0.845254 -1.644285 -3.349045 -1.38 1.26 0.96 0.136
H -2.434657 -1.542599 -4.980137 0.20 1.16 0.02 0.086
H -1.265678 -0.466989 -5.380037 -1.03 0.17 0.75 0.111
H -2.563855 -0.326091 -0.108298 1.35 -0.41 -1.72 0.164
H -1.052183 0.330422 -0.943354 -0.76 -1.69 -0.03 0.154
H -1.305151 -0.996193 1.759205 1.79 -1.27 -1.43 0.112
H -1.349454 -4.128601 1.911922 1.84 1.12 -1.01 0.081
H 0.201150 -3.130633 2.620988 -2.53 0.40 0.08 0.093
H 0.884072 -3.015466 -0.251394 -0.98 1.46 -1.27 0.137
H 0.520306 -2.663182 -2.029156 -0.32 1.05 1.77 0.116
H 2.220186 -1.296791 -3.047190 0.18 1.23 1.71 0.087
H 3.975632 0.787444 -3.165222 -1.46 -0.42 1.91 0.099
H 4.114548 2.539003 -1.086847 -1.47 -1.78 0.38 0.086
H 2.528644 2.081576 1.147278 -0.14 -1.42 -1.55 0.090
H 0.878195 -0.073005 1.311013 1.14 0.33 -1.73 0.082
H -2.602568 -3.716350 -0.026584 1.25 1.09 -1.54 0.134
H -1.137818 -4.143355 -1.095528 -1.48 1.44 0.49 0.136
H -2.271169 -3.387121 -3.196912 -0.90 0.39 1.47 0.121
H -3.753290 -3.918355 -2.161793 1.79 1.32 -0.12 0.145
H -3.997074 -1.623943 -1.102181 0.97 0.08 -1.96 0.175
H -4.606445 -0.809072 -4.065008 -0.30 -0.98 1.57 0.129
H -4.886237 -2.608809 -3.723283 0.11 1.89 0.99 0.149
C 7.841234 4.897867 -1.073035 -0.06 -0.02 0.08 -0.094
C 7.819531 5.930965 -0.140016 -0.05 -0.08 0.01 -0.091
C 7.165513 5.757672 1.076887 -0.01 -0.11 -0.07 -0.092
C 6.541018 4.546701 1.364964 0.04 0.05 -0.10 -0.097
C 6.565935 3.512216 0.433372 0.00 0.09 -0.03 -0.116
C 7.212092 3.688732 -0.787363 -0.02 0.11 0.07 -0.105
H 8.348379 5.034579 -2.022995 -0.05 -0.01 0.11 0.102
H 8.312252 6.872632 -0.361808 -0.06 -0.11 0.02 0.103
H 7.143144 6.565582 1.801214 0.02 -0.09 -0.07 0.103
H 6.035258 4.409742 2.315667 0.06 0.01 -0.09 0.100
H 6.080298 2.567193 0.658886 0.07 0.07 0.00 0.091
H 7.226659 2.883923 -1.515580 0.03 0.05 0.07 0.098
C -1.014820 -1.119382 6.038383 -0.08 0.06 0.00 -0.089
C -1.653500 -1.156280 4.801837 -0.05 0.11 0.09 -0.104
C -2.901686 -0.559991 4.643887 0.12 0.02 0.13 -0.103
C -3.507347 0.082314 5.720967 0.07 -0.03 -0.02 -0.093
C -2.866954 0.122413 6.956481 0.04 -0.05 -0.08 -0.088
C -1.622842 -0.481921 7.116834 -0.04 -0.01 -0.12 -0.087
H -0.043129 -1.587368 6.162101 -0.10 0.05 0.00 0.102
H -1.178191 -1.651268 3.959976 -0.07 0.01 0.17 0.049
H -3.402599 -0.594786 3.681108 0.01 0.00 0.07 0.091
H -4.478287 0.551451 5.596807 0.10 -0.05 0.02 0.102
H -3.338498 0.624570 7.795700 0.05 -0.07 -0.10 0.105
H -1.126557 -0.455170 8.081474 -0.05 0.00 -0.10 0.105
```
Forces are in eV/Å.

Output
spin multiplicity = 1
HOMO energy = -10.86 eV
total charge = +1
LUMO = -3.20 eV
largest force on an atom = 0.15001 hartree/bohr


(3)
Formula: C19H21FN2O4
Source: the Open Molecules 2025 dataset
Level of theory: wB97M-V/def2-TZVPD

XYZ file:
```
47
Properties=species:S:1:pos:R:3:forces:R:3:lowdin_charge:R:1
C -0.165188 3.004045 -3.919977 -0.22 0.02 -0.19 0.006
C 0.743695 4.124332 -4.325089 0.20 -0.40 0.35 -0.410
O 0.510284 4.897609 -5.216561 0.04 0.17 -0.08 0.095
C 2.004887 4.280034 -3.476844 0.17 0.88 -0.23 -0.100
O 2.539180 3.058388 -2.991314 -0.16 -0.33 0.15 -0.027
C 2.325256 2.635245 -1.720516 0.31 -0.39 0.27 -0.164
C 3.053103 1.553719 -1.339086 -0.23 0.60 -0.63 0.009
O 2.994058 0.969249 -0.132446 0.06 -0.13 0.21 0.057
C 2.180170 1.495228 0.793098 -0.49 0.41 0.34 -0.230
C 2.159744 0.718794 2.089131 0.06 -0.06 -0.19 -0.107
N 1.151624 -0.322281 2.138130 0.04 -0.01 0.02 -0.157
C -0.216980 0.154896 2.137221 -0.22 -0.18 0.19 -0.171
C -1.132698 -1.018570 2.478987 -0.01 0.29 0.03 -0.142
N -0.969639 -2.069068 1.495661 0.39 0.33 -0.08 -0.110
C -2.016073 -2.953105 1.262402 -0.36 -0.37 -0.13 -0.230
C -1.832653 -4.338155 1.209415 0.11 0.29 0.11 -0.021
C -2.881940 -5.186875 0.909837 -0.43 -0.03 -0.12 -0.012
C -4.132897 -4.655056 0.668852 0.15 -0.02 0.03 -0.287
F -5.164002 -5.483719 0.382306 0.07 0.07 0.01 0.046
C -4.351997 -3.290043 0.713326 -0.07 -0.26 0.02 -0.010
C -3.297205 -2.450329 1.002607 0.13 -0.06 0.08 -0.018
C 0.397735 -2.534811 1.463145 0.13 0.13 -0.23 -0.158
C 1.313336 -1.354137 1.132992 -0.03 -0.35 0.09 -0.166
C 1.404423 2.569705 0.529739 0.36 -0.30 -0.01 0.073
C 1.379512 3.231654 -0.758398 -0.01 -0.01 -0.13 -0.345
O 0.631681 4.172763 -1.002387 0.04 -0.06 0.04 0.042
H -1.014726 2.943988 -4.593738 -0.01 0.01 -0.05 0.088
H -0.511979 3.205277 -2.906718 0.00 -0.06 0.08 0.082
H 0.380208 2.062512 -3.917486 0.02 -0.09 0.05 0.089
H 1.752856 4.968806 -2.664784 0.10 -0.14 -0.16 0.131
H 2.789883 4.730138 -4.092408 -0.18 -0.09 0.03 0.140
H 3.750059 1.072009 -2.007763 0.02 -0.02 0.01 0.148
H 3.134371 0.242503 2.225184 0.00 0.12 0.04 0.134
H 1.976252 1.402630 2.920268 0.08 0.02 -0.08 0.133
H -0.321117 0.930948 2.898026 -0.02 0.04 0.00 0.127
H -0.511608 0.571980 1.159766 -0.02 0.00 0.07 0.128
H -2.168214 -0.685267 2.507716 0.04 -0.01 0.01 0.113
H -0.857515 -1.391664 3.478833 -0.08 0.05 0.00 0.133
H -0.867639 -4.770466 1.419247 0.11 -0.01 0.02 0.101
H -2.736522 -6.255080 0.873852 -0.01 -0.11 -0.01 0.118
H -5.336317 -2.897710 0.512207 -0.10 0.02 -0.03 0.118
H -3.466538 -1.384934 1.007283 0.01 0.11 -0.03 0.108
H 0.506644 -3.286104 0.680363 0.00 -0.01 0.06 0.122
H 0.704917 -2.965098 2.429221 0.02 -0.06 -0.05 0.133
H 2.352551 -1.688770 1.133774 0.01 0.00 -0.03 0.128
H 1.060873 -0.989275 0.122755 0.04 -0.04 0.03 0.132
H 0.756146 2.974068 1.290169 -0.04 -0.01 0.13 0.131
```
Forces are in eV/Å.

Output
spin multiplicity = 1
HOMO energy = -8.00 eV
LUMO = 0.33 eV
ΔE to the lowest compared entry with this formula, charge and spin = 73.9 kcal per mole
SMILES = CC(=O)COc1coc(CN2CCN(c3ccc(F)cc3)CC2)cc1=O
largest force on an atom = 0.01801 hartree/bohr


Q: Among the records above, which one has the highest HOMO energy?
A: C5H14NO


Q: Look up the LUMO of the second one.
A: -3.20 eV